A cluster of 11 separate species, C38H66O33 in total at a distorted geometry, computed with wB97M-V/def2-TZVPD.

```
137
Properties=species:S:1:pos:R:3:forces:R:3:mulliken_charge:R:1
C 5.50663 4.60903 -2.42736 -0.886 -0.734 1.125 -1.40
C 5.50518 3.64905 -3.61621 -0.167 0.727 0.842 0.46
C 4.50115 3.96355 -4.72908 0.465 0.661 -0.183 -0.43
O 5.34115 3.81425 -5.87970 -2.368 0.046 -1.325 -0.35
C 6.61433 3.82346 -5.60268 1.659 0.015 -0.473 0.71
O 7.48137 3.77700 -6.44101 -0.718 0.135 1.520 -0.56
O 6.74326 3.91049 -4.25429 1.383 -0.579 -0.583 -0.35
H 4.62267 4.43830 -1.81290 -0.769 0.455 -0.463 0.40
H 5.63459 5.65814 -2.69403 -0.257 -0.167 -0.257 0.33
H 6.20247 4.40463 -1.61365 0.894 -0.362 -0.690 0.36
H 5.40779 2.59752 -3.34618 0.375 -0.050 0.270 0.27
H 4.17453 4.99732 -4.61622 0.066 0.227 -0.336 0.25
H 3.60589 3.37160 -4.91931 0.332 -0.383 0.542 0.29
C 8.49153 -5.41890 -2.71431 -0.557 0.048 -0.138 -1.40
C 8.66921 -4.50662 -3.93404 2.720 -1.630 0.964 0.46
C 8.41153 -5.20536 -5.28736 0.639 -0.433 1.421 -0.41
O 7.39592 -4.38557 -5.84071 0.999 -2.418 -2.721 -0.30
C 7.13814 -3.38234 -5.10280 -2.984 2.583 3.283 0.70
O 6.28610 -2.54902 -5.28989 1.383 -0.569 -0.236 -0.56
O 7.74884 -3.52747 -3.86280 -2.184 2.422 -1.184 -0.37
H 8.23423 -4.83878 -1.82810 0.332 0.260 -0.063 0.33
H 9.33185 -6.06766 -2.46718 0.007 0.032 -0.298 0.34
H 7.59183 -6.00539 -2.90054 0.049 -0.379 0.046 0.36
H 9.63942 -4.01187 -3.88916 0.419 -0.265 -0.145 0.28
H 8.08208 -6.20121 -4.99095 -0.649 -0.061 -0.802 0.28
H 9.27982 -5.32110 -5.93603 -0.198 0.411 -0.111 0.29
C 3.92332 3.10456 7.76710 0.114 -0.131 -0.399 -1.43
C 3.78672 3.54390 9.20873 -0.207 -1.055 1.138 0.45
C 3.04055 4.82411 9.63533 2.586 1.218 -2.653 -0.36
O 2.11694 4.50085 10.55219 -1.809 -2.086 1.997 -0.31
C 2.20809 3.14828 10.82344 -2.364 -0.893 1.614 0.67
O 1.58146 2.59327 11.71955 1.807 1.458 -2.366 -0.56
O 2.96741 2.55389 9.89356 0.099 -0.171 0.496 -0.35
H 4.60240 3.74211 7.20098 -0.286 0.346 0.003 0.38
H 2.97230 2.96246 7.25381 -0.218 0.679 0.100 0.34
H 4.35690 2.11244 7.64130 0.262 -0.086 0.728 0.36
H 4.73363 3.52309 9.74820 0.301 -0.098 -0.380 0.24
H 2.64646 5.24129 8.70864 -0.499 0.523 0.266 0.30
H 3.72603 5.50899 10.13449 0.201 0.297 -0.552 0.27
C -3.16991 -3.32606 -7.79199 0.447 -1.438 -0.254 -1.13
C -3.19982 -2.26606 -6.72037 1.650 -0.369 -1.180 -0.08
O -4.51198 -1.94880 -6.53944 -2.762 0.852 2.248 -0.35
C -5.15002 -0.94983 -7.11164 -3.332 -0.593 -1.793 0.76
O -6.37887 -0.79590 -7.03310 3.188 0.228 0.402 -0.60
O -4.35470 -0.39591 -8.02104 0.816 1.804 -0.393 -0.32
C -4.77432 0.73177 -8.83766 -0.765 -0.842 -0.270 -0.67
H -3.23069 -3.03832 -8.84157 0.734 0.702 0.141 0.31
H -4.01896 -4.00956 -7.78530 -0.272 0.081 0.890 0.32
H -2.31886 -3.96597 -7.55887 0.294 -0.021 -0.692 0.33
H -2.58913 -1.40849 -7.00272 -0.060 0.059 0.006 0.24
H -2.79936 -2.64020 -5.77817 -0.237 -0.131 0.022 0.34
H -4.03614 0.84399 -9.63176 0.162 -0.102 0.358 0.25
H -4.92027 1.67719 -8.31519 0.230 -0.309 0.415 0.29
H -5.71640 0.46127 -9.31453 -0.084 0.073 0.094 0.31
C 6.83574 -6.25427 4.47445 -1.039 -0.203 0.490 -1.10
C 8.26906 -6.15045 4.84927 0.224 -1.532 -0.697 -0.18
O 8.55927 -4.80947 4.66365 1.240 1.677 0.352 -0.35
C 8.52320 -4.00697 5.72311 -1.248 -0.954 1.927 0.81
O 8.08940 -4.22822 6.84444 0.522 -0.623 -1.185 -0.58
O 9.00189 -2.86602 5.36380 1.276 1.282 -0.341 -0.32
C 9.51312 -1.97689 6.35784 0.042 1.577 -0.502 -0.69
H 6.47179 -7.25098 4.22502 0.047 -0.003 0.253 0.37
H 6.65345 -5.59025 3.62949 0.017 -0.163 -0.085 0.30
H 6.32435 -5.83085 5.33891 -0.652 -0.210 -0.162 0.28
H 8.89304 -6.68612 4.13386 0.177 -0.013 0.040 0.26
H 8.53913 -6.48391 5.85125 -0.288 0.045 0.046 0.33
H 8.75055 -1.24269 6.61774 -0.087 -0.024 -0.112 0.27
H 10.29877 -1.48435 5.78491 0.015 0.287 0.356 0.26
H 9.93544 -2.30018 7.30928 -0.246 -1.144 -0.382 0.34
C -2.84558 -0.33427 0.47515 -0.519 1.534 0.315 -0.62
O -1.67200 -1.08204 0.40301 1.873 -0.703 -0.415 -0.28
C -0.55398 -0.56308 0.94206 0.358 1.601 2.538 0.78
O -0.48881 0.37270 1.77023 -0.417 -2.305 -2.454 -0.58
O 0.49532 -1.27633 0.52324 0.511 -1.178 0.135 -0.30
C 1.79514 -1.08641 1.20060 -0.934 1.643 -0.443 -0.59
H -3.26380 -0.39138 1.48010 -0.190 -0.006 -0.122 0.27
H -3.55568 -0.63875 -0.29371 0.240 -0.474 0.199 0.23
H -2.58641 0.70198 0.25807 -0.236 0.180 0.192 0.30
H 1.71572 -1.20538 2.28117 -0.258 0.187 -0.151 0.27
H 2.01973 -0.06491 0.89367 0.465 0.127 0.755 0.27
H 2.62907 -1.69074 0.84357 -0.890 -0.599 -0.550 0.24
C -11.06531 -2.76429 1.75128 -0.090 0.083 -0.309 -0.60
O -11.39688 -1.39523 1.87165 -0.498 0.974 0.246 -0.33
C -11.11189 -0.56652 0.85797 -0.243 -0.296 -0.310 0.78
O -10.56714 -0.84579 -0.17976 -0.265 -0.061 0.853 -0.54
O -11.58727 0.65919 1.09300 0.250 0.820 -0.339 -0.30
C -12.05757 1.11433 2.34118 -0.299 0.486 1.602 -0.67
H -11.53580 -3.23481 2.61462 0.516 -0.034 0.074 0.21
H -9.97671 -2.80187 1.71063 -0.127 -0.700 0.048 0.28
H -11.54314 -3.18258 0.86539 0.342 -0.010 -0.169 0.29
H -13.10154 0.88687 2.55680 0.046 -0.660 -0.291 0.29
H -12.03870 2.19836 2.45352 0.275 0.209 -1.157 0.28
H -11.44347 0.85123 3.20244 0.097 -0.808 -0.237 0.29
C -11.57373 5.76964 -7.31925 0.461 -1.529 -0.660 -0.69
O -10.81081 6.20560 -6.18776 -0.653 0.259 -0.863 -0.31
C -10.33755 5.37947 -5.22609 -0.819 1.583 -0.816 0.76
O -10.51965 4.20488 -5.12205 0.375 0.128 0.310 -0.52
O -9.69181 6.26333 -4.42884 -0.348 -0.637 0.159 -0.27
C -9.28121 5.75368 -3.18545 1.345 -1.189 0.694 -0.66
H -12.47796 6.32856 -7.56023 0.171 0.450 0.912 0.26
H -11.84356 4.71438 -7.27784 -0.121 -0.036 0.622 0.33
H -10.97787 5.79435 -8.23163 0.457 0.433 0.162 0.27
H -10.07794 5.41809 -2.52160 -0.294 0.355 -0.219 0.29
H -8.61349 6.45162 -2.68035 -0.494 0.450 -0.218 0.26
H -8.64278 4.88459 -3.34420 -0.086 -0.262 -0.085 0.30
C 2.32824 -7.36921 -3.91778 0.356 0.696 0.057 -0.66
O 3.26124 -8.44996 -3.73776 -0.122 0.998 0.866 -0.30
C 3.36784 -9.36716 -4.67632 -1.717 -1.050 -2.223 0.80
O 2.84769 -9.33355 -5.80169 1.551 -0.239 2.518 -0.57
O 4.05287 -10.38082 -4.10954 -0.252 0.795 0.596 -0.30
C 4.28761 -11.61401 -4.74149 0.687 0.185 -1.768 -0.67
H 2.44474 -6.95471 -4.91914 -0.720 -0.417 -0.097 0.32
H 2.54697 -6.53023 -3.25720 0.959 -0.322 0.250 0.25
H 1.33642 -7.62021 -3.54177 -0.155 -0.597 -0.913 0.29
H 5.27559 -11.94652 -4.42301 -0.334 -0.224 0.440 0.25
H 4.41040 -11.44189 -5.81079 -0.239 -0.037 -0.192 0.33
H 3.50241 -12.36086 -4.62415 -0.006 0.222 0.464 0.27
O -5.55598 3.13520 5.68216 0.469 -1.159 1.381 -0.53
C -4.98346 2.96422 6.72553 -0.150 1.084 -0.725 0.66
O -4.27558 3.95923 7.31736 -0.275 0.014 0.396 -0.32
C -3.56157 3.33082 8.39237 1.259 1.458 -0.726 -0.34
C -4.38711 2.20821 8.75100 -1.037 -0.473 1.911 -0.31
O -4.88950 1.85559 7.52269 -1.305 -1.203 -3.104 -0.33
H -2.73424 2.84090 7.87895 0.981 0.677 0.518 0.27
H -3.36000 4.03301 9.20132 0.366 -0.031 -0.388 0.33
H -5.26790 2.46740 9.33847 0.246 -0.061 0.726 0.29
H -3.75072 1.44255 9.19469 -0.539 -0.315 0.019 0.28
O -2.98736 10.37446 2.84485 1.242 -2.047 -0.527 -0.55
C -2.22893 9.44515 2.63514 -1.262 3.368 0.431 0.66
O -0.93844 9.63352 2.28024 0.203 -0.320 -0.556 -0.33
C -0.27972 8.36807 2.26537 1.035 0.095 0.147 -0.26
C -1.39274 7.42059 2.68033 3.121 -2.109 1.119 -0.22
O -2.51295 8.15934 2.76190 -2.636 0.815 -0.342 -0.30
H 0.26236 8.07305 1.36692 -0.778 0.596 -0.785 0.26
H 0.55961 8.42923 2.95811 -0.322 -0.071 0.566 0.22
H -1.13619 7.11674 3.69520 -0.145 -0.565 0.098 0.23
H -1.44876 6.52421 2.06270 -0.469 0.237 -0.150 0.30
```
Positions in Å, forces in eV/Å.

Properties
HOMO energy in eV: -10.4
F_max in eV/Å: 5.1
E_LUMO in eV: -0.01
Kohn-Sham gap in eV: 10.4
Electronic energy in eV: -108038.615
SMILES: C[C@H]1COC(=O)O1.C[C@H]1COC(=O)O1.C[C@H]1COC(=O)O1.CCOC(=O)OC.CCOC(=O)OC.COC(=O)OC.COC(=O)OC.COC(=O)OC.COC(=O)OC.O=C1OCCO1.O=C1OCCO1
Energy relative to the best compared isomer or geometry (same formula, charge and spin) in kJ/mol: 532.60